Density functional theory data (ωB97M-V/def2-TZVPD) for C25H24AgN4O2S2 as an isolated structure.

Its charge is -1. As for the HOMO-LUMO gap: 6.01 eV. The calculation puts the energy at -62035.428 eV. The energy above the lowest of the compared OMol25 structures with the same formula, charge and spin comes out at 0.455 eV.

Atoms and positions in Å:
1 Ag -2.036 0.530 0.612
2 C -6.371 -0.809 0.813
3 C -5.035 -0.265 0.378
4 N -3.976 -0.991 0.419
5 O -4.171 -2.279 0.949
6 C -4.935 1.089 -0.135
7 C -6.187 1.834 -0.521
8 N -3.754 1.675 -0.218
9 O -3.681 2.841 -0.732
10 H -6.219 -1.521 1.622
11 H -6.844 -1.344 -0.014
12 H -7.036 -0.015 1.145
13 H -3.269 -2.614 0.974
14 H -6.897 1.194 -1.047
15 H -5.894 2.662 -1.165
16 H -6.681 2.254 0.362
17 S 0.802 -2.953 1.830
18 C 0.236 -2.272 3.294
19 C -0.534 -1.169 3.094
20 C -0.717 -0.790 1.724
21 C -0.044 -1.683 0.923
22 C 0.030 -1.697 -0.526
23 C 0.994 -2.430 -1.240
24 C 1.012 -2.381 -2.618
25 C 0.059 -1.613 -3.279
26 C -0.865 -0.930 -2.506
27 N -0.884 -0.958 -1.180
28 H 0.520 -2.740 4.226
29 H -0.981 -0.640 3.927
30 H 1.723 -3.021 -0.700
31 H 1.761 -2.933 -3.173
32 H 0.036 -1.549 -4.358
33 H -1.651 -0.337 -2.964
34 N 0.407 2.023 0.007
35 S 1.900 2.357 0.217
36 C 2.864 1.836 -1.245
37 C 2.171 1.421 -2.367
38 C 2.875 1.045 -3.504
39 C 4.261 1.082 -3.506
40 C 4.949 1.525 -2.382
41 C 4.250 1.916 -1.252
42 C 2.788 1.277 1.405
43 C 3.404 0.075 1.103
44 C 4.043 -0.631 2.112
45 C 4.044 -0.155 3.414
46 C 3.403 1.037 3.716
47 C 2.787 1.758 2.708
48 H 0.185 1.079 -0.301
49 H 1.088 1.398 -2.340
50 H 2.339 0.725 -4.388
51 H 4.811 0.768 -4.384
52 H 6.031 1.565 -2.390
53 H 4.772 2.266 -0.369
54 H 3.378 -0.324 0.097
55 H 4.527 -1.571 1.884
56 H 4.540 -0.717 4.196
57 H 3.386 1.403 4.734
58 H 2.286 2.696 2.919